# 1
17
Properties=species:S:1:pos:R:3:lowdin_charge:R:1 method="wB97M-V/def2-TZVPD" smiles=CPC(C)(C)O e_lumo_ev=0.86 orbital_gap_ev=9.48 de_lowest_kcal_mol=61.58 mol_weight_g_mol=106.10
P -0.67 0.73 -1.14 0.882
O 1.44 0.14 0.31 -0.112
C -0.62 -0.82 1.31 -0.062
C 0.24 -0.50 0.05 -0.741
C 0.39 -1.96 -0.87 -0.050
C -0.58 2.13 0.00 -0.429
H 0.46 2.38 0.46 0.064
H -0.65 3.17 -0.45 0.032
H -1.39 -1.43 1.11 0.022
H 1.22 -2.58 -0.40 0.084
H -1.03 0.22 1.68 0.094
H 0.19 -1.25 1.95 0.101
H -1.33 2.24 0.89 0.063
H 0.46 -1.59 -1.99 0.081
H 1.93 0.60 -0.35 0.072
H 0.45 0.93 -1.85 -0.099
H -0.51 -2.43 -0.71 -0.001



# 2
78
Properties=species:S:1:pos:R:3:lowdin_charge:R:1 method="wB97M-V/def2-TZVPD" e_lumo_ev="0.19 / -1.39" orbital_gap_ev="7.58 / 6.45" de_lowest_kcal_mol=29.70 mol_weight_g_mol=668.07 s_squared=2.015 spin_multiplicity=3
Pd 0.59 -0.07 5.21 0.853
P 1.97 0.41 -3.30 0.995
P 0.05 -2.21 -3.05 0.991
O 0.76 -0.41 9.56 0.013
N 0.25 0.01 7.24 -0.029
C 2.68 1.08 -4.89 -0.377
C -0.39 1.82 4.56 -0.244
C 3.17 2.39 -4.98 -0.095
C -2.36 -2.39 0.89 -0.092
C 2.64 0.29 -6.07 -0.106
C -2.69 -3.27 -0.15 -0.084
C 3.46 2.17 -7.38 -0.095
C 0.27 0.42 -3.95 -0.351
C -2.65 0.55 4.31 -0.198
C -0.12 -4.62 -4.43 -0.113
C -1.50 1.34 3.64 -0.198
C -1.90 -5.41 -5.90 -0.088
C -1.99 -3.21 -1.35 -0.090
C -1.91 2.39 6.55 -0.167
C 1.32 3.99 -1.22 -0.087
C -2.39 -0.37 5.47 -0.161
C -2.57 -0.11 6.78 -0.128
C -2.50 -4.15 -5.78 -0.088
C 0.50 -0.20 8.40 -0.489
C 3.01 0.84 -7.30 -0.092
C -0.55 -1.46 -0.42 -0.094
C 2.05 1.87 -2.16 -0.405
C -0.77 -3.38 -4.23 -0.390
C 2.49 0.12 5.41 -0.261
C 2.51 4.08 -0.48 -0.091
C -0.68 -5.62 -5.23 -0.090
C 1.08 2.88 -2.05 -0.092
C -1.95 -3.15 -4.97 -0.098
C -2.53 1.25 7.44 -0.170
C -0.59 -0.61 -3.65 -0.337
C -0.59 2.15 5.90 -0.119
C 3.44 3.04 -0.53 -0.090
C 3.21 1.93 -1.35 -0.117
C -1.29 -1.49 0.76 -0.085
C 3.57 2.92 -6.21 -0.087
C -0.91 -2.33 -1.48 -0.377
H -1.71 -0.53 -3.67 0.080
H 0.28 2.37 6.52 0.110
H 3.71 2.60 -8.35 0.101
H 2.49 1.19 5.65 -0.007
H 0.84 -4.80 -3.94 0.095
H -3.47 1.23 4.60 0.110
H -2.65 2.70 5.80 0.108
H 2.94 0.24 -8.20 0.102
H -3.49 -4.00 -0.03 0.104
H 4.36 3.10 0.06 0.104
H 0.16 2.80 -2.62 0.098
H -0.18 -6.59 -5.34 0.103
H 3.20 3.01 -4.09 0.094
H 3.98 3.94 -6.25 0.102
H 3.93 1.11 -1.37 0.099
H 0.58 4.78 -1.16 0.102
H -1.03 -0.82 1.58 0.073
H -2.35 -6.20 -6.51 0.106
H -3.56 1.54 7.76 0.122
H -1.06 0.71 2.86 0.073
H -1.74 3.25 7.24 0.128
H -2.44 -2.19 -4.91 0.088
H -1.93 1.22 8.39 0.111
H -2.94 -2.39 1.81 0.093
H 0.27 -0.75 -0.57 0.097
H 3.03 -0.14 4.48 -0.010
H -2.30 -3.82 -2.21 0.099
H -3.42 -3.96 -6.33 0.102
H 2.28 -0.74 -6.01 0.102
H 2.71 4.97 0.12 0.102
H 0.05 1.24 -4.66 0.086
H -2.69 -0.96 7.48 0.117
H 2.75 -0.44 6.31 -0.009
H -1.90 2.23 3.13 0.122
H -3.05 -0.13 3.53 0.104
H -2.37 -1.45 5.21 0.100
H 0.53 2.20 4.09 0.112



# 3
33
Properties=species:S:1:pos:R:3:lowdin_charge:R:1 method="wB97M-V/def2-TZVPD" smiles=CCc1ccccc1.Cc1ccccc1 e_lumo_ev=0.95 orbital_gap_ev=9.88 de_lowest_kcal_mol=12.33 mol_weight_g_mol=198.31
C 1.62 0.07 -3.93 -0.045
C 0.96 0.04 -1.22 -0.080
C -1.81 -0.34 1.59 -0.062
C -0.80 -2.42 2.60 -0.191
C 0.74 1.20 -1.96 -0.048
C 1.08 1.21 -3.31 -0.281
C -0.86 1.26 3.72 -0.081
C -0.60 -0.11 3.65 -0.058
C 1.38 -1.10 -1.86 -0.111
C -2.14 1.00 1.66 -0.086
C 1.78 -1.10 -3.17 -0.091
C -1.65 1.78 2.72 -0.102
C 1.12 2.53 -4.04 -0.062
C -1.11 -0.93 2.66 -0.247
C 0.05 -2.68 1.33 -0.083
H 2.09 3.00 -3.83 0.086
H -2.18 -0.90 0.74 0.117
H -0.36 -2.74 3.55 0.101
H -2.74 1.44 0.87 0.100
H 0.23 -1.74 0.82 0.026
H 1.93 0.19 -4.96 0.104
H -0.71 -3.16 0.71 0.075
H 0.43 2.12 -1.49 0.109
H 1.49 -2.08 -1.40 0.098
H 0.93 -3.30 1.35 0.073
H -0.38 1.76 4.54 0.101
H 2.23 -1.94 -3.68 0.101
H 1.08 2.47 -5.12 0.072
H -1.75 -2.94 2.53 0.106
H -1.91 2.83 2.71 0.097
H -0.05 -0.65 4.41 0.108
H 0.71 -0.06 -0.17 0.080
H 0.34 3.17 -3.63 0.072



# 4
28
Properties=species:S:1:pos:R:3:lowdin_charge:R:1 method="wB97M-V/def2-TZVPD" smiles="C/[NH+]=C(/N)N(OC)Sc1ccccc1" charge=+1 e_lumo_ev=-2.94 orbital_gap_ev=9.23 de_lowest_kcal_mol=49.14 mol_weight_g_mol=212.30
S 0.69 -1.47 -0.82 1.064
O -1.24 -1.25 0.93 -0.206
N -2.33 1.08 -0.33 0.086
N -0.53 -0.62 -0.03 -0.369
N -1.18 0.22 -2.26 0.207
C -1.45 0.34 -0.93 -0.230
C -1.81 -2.44 0.68 -0.115
C 3.22 -1.22 0.04 -0.063
C -2.56 1.18 1.11 0.022
C 4.39 -0.53 0.39 -0.051
C 2.16 0.92 -0.56 -0.072
C 2.11 -0.42 -0.43 -0.466
C 4.40 0.83 0.48 -0.081
C 3.31 1.52 0.08 -0.057
H 5.17 -1.02 0.87 0.094
H -2.84 -2.27 0.55 0.084
H -1.53 -3.23 1.35 0.109
H -1.63 0.77 -2.91 0.100
H 3.30 -2.23 -0.10 0.072
H -3.05 2.11 1.28 0.095
H -3.01 0.29 1.53 0.099
H -0.32 -0.20 -2.45 0.039
H -1.57 1.30 1.49 0.095
H -2.80 1.49 -1.10 0.158
H 3.22 2.58 -0.02 0.099
H 5.16 1.44 0.95 0.123
H -1.58 -2.87 -0.28 0.079
H 1.29 1.44 -0.88 0.085



# 5
11
Properties=species:S:1:pos:R:3:lowdin_charge:R:1 method="wB97M-V/def2-TZVPD" charge=+1 e_lumo_ev="-6.11 / -6.10" orbital_gap_ev="7.92 / 7.92" de_lowest_kcal_mol=13.74 mol_weight_g_mol=154.98
Br -0.07 -0.97 -0.66 0.529
O -1.57 1.47 -0.02 0.123
N 2.85 0.15 0.31 0.095
N 1.73 0.43 0.73 0.074
N -2.87 -0.32 -0.62 0.125
C -1.79 0.37 -0.34 -0.735
H 3.20 0.36 -0.67 0.192
H -3.00 -1.36 -0.70 0.154
H -3.68 0.31 -0.53 0.150
H 3.48 -0.52 0.85 0.205
H 1.73 0.07 1.65 0.088



# 6
21
Properties=species:S:1:pos:R:3:lowdin_charge:R:1 method="wB97M-V/def2-TZVPD" smiles="c1c[nH]cn1.C/C=C/C" e_lumo_ev=0.49 orbital_gap_ev=9.33 de_lowest_kcal_mol=9.78 mol_weight_g_mol=124.19
N 3.13 -2.99 2.99 0.033
N 1.43 -1.97 2.00 0.020
C 1.94 -3.48 3.49 -0.178
C -2.90 2.38 -0.83 -0.120
C 0.87 -2.85 2.88 -0.125
C 0.19 1.52 -3.10 -0.120
C -1.17 1.54 -2.46 -0.199
C -1.54 2.36 -1.47 -0.199
C 2.79 -2.08 2.10 -0.218
H 0.92 -1.33 1.38 0.154
H -0.21 -2.96 3.00 0.105
H 0.65 0.53 -2.98 0.071
H -3.55 1.62 -1.31 0.073
H 3.47 -1.49 1.50 0.115
H -2.82 2.15 0.24 0.071
H 0.84 2.28 -2.63 0.072
H -1.91 0.83 -2.85 0.102
H -3.36 3.37 -0.95 0.073
H -0.80 3.07 -1.08 0.102
H 0.11 1.75 -4.18 0.073
H 1.92 -4.25 4.26 0.094



# 7
28
Properties=species:S:1:pos:R:3:lowdin_charge:R:1 method="wB97M-V/def2-TZVPD" e_lumo_ev="0.04 / -1.57" orbital_gap_ev="8.86 / 4.92" de_lowest_kcal_mol=69.03 mol_weight_g_mol=247.12
Br -1.34 -3.98 -1.26 0.086
P -2.15 -3.96 -3.40 0.275
C 1.81 -0.45 -0.07 -0.098
C 0.53 -1.05 0.14 -0.216
C 0.06 -0.96 1.56 -0.066
C 1.49 1.18 0.06 -0.202
C 0.35 1.53 -0.94 -0.133
C -0.47 -0.75 -0.91 -0.171
C -1.34 1.08 0.77 -0.095
C 1.00 1.35 1.50 -0.161
C -0.88 0.72 -0.62 -0.316
C -0.24 0.60 1.79 -0.263
H 2.33 -0.72 -0.97 0.117
H -2.22 0.55 1.04 0.104
H -0.10 -0.83 -1.93 0.113
H -2.11 -2.52 -3.68 -0.217
H 0.03 2.63 -0.73 0.146
H 0.83 -1.09 2.23 0.085
H 0.79 1.35 -1.96 0.131
H -1.50 2.19 0.86 0.133
H 2.47 -0.70 0.61 0.052
H 2.35 1.77 -0.08 0.107
H 1.89 0.93 2.08 0.147
H -0.71 0.69 2.77 0.137
H -0.77 -1.50 1.80 0.086
H 0.82 2.34 1.71 0.093
H -1.35 -1.31 -1.02 0.014
H -1.58 0.91 -1.36 0.111



# 8
8
Properties=species:S:1:pos:R:3:lowdin_charge:R:1 method="wB97M-V/def2-TZVPD" e_lumo_ev="-2.72 / -2.82" orbital_gap_ev="7.55 / 7.41" de_lowest_kcal_mol=84.25 mol_weight_g_mol=82.06
O 2.22 0.79 -0.10 0.096
N -2.42 0.02 -0.20 0.228
N -0.09 1.27 -0.45 0.302
C -1.25 0.05 -0.12 -0.337
C 1.03 0.62 -0.14 -0.568
C 0.11 -0.57 0.21 -0.009
H 0.27 -1.40 -0.47 0.144
H 0.13 -0.78 1.27 0.144



# 9
15
Properties=species:S:1:pos:R:3:lowdin_charge:R:1 method="wB97M-V/def2-TZVPD" charge=+1 e_lumo_ev="-7.35 / -7.36" orbital_gap_ev="6.59 / 6.59" de_lowest_kcal_mol=109.13 mol_weight_g_mol=101.20
Si 2.67 -0.14 0.12 0.616
N -1.16 1.05 0.16 0.059
N 0.97 0.16 0.08 -0.084
C -1.46 -1.29 -0.40 0.309
C -1.95 -0.15 0.33 -0.211
C 0.19 1.12 -0.07 -0.274
H -2.94 0.02 -0.11 0.182
H -1.60 1.89 -0.17 0.140
H 2.92 -0.30 1.50 -0.075
H -0.84 -1.25 -1.36 0.135
H 2.70 -1.31 -0.63 -0.103
H -1.21 -2.16 0.30 0.138
H 0.50 2.09 -0.22 0.125
H -2.27 -0.49 1.23 0.101
H 3.49 0.74 -0.76 -0.059



# 10
100
Properties=species:S:1:pos:R:3:lowdin_charge:R:1 method="wB97M-V/def2-TZVPD" e_lumo_ev=-2.84 orbital_gap_ev=4.20 de_lowest_kcal_mol=78.17 mol_weight_g_mol=1147.73
Y -0.53 1.22 -0.49 1.035
Br 1.46 3.83 -0.56 0.923
S -3.47 1.69 0.85 0.567
S -0.72 2.13 2.12 0.512
P 2.34 0.88 0.96 1.085
F 6.45 4.47 -1.49 0.139
F 3.86 5.12 -1.68 0.080
F 5.39 0.75 1.09 0.116
F 7.21 2.28 -0.08 0.135
F 0.32 -4.81 3.77 0.143
F -1.75 -5.22 3.34 0.141
F -1.23 -3.87 4.94 0.152
O 0.22 -0.26 -1.66 -0.534
O 1.01 1.00 -1.77 -0.518
N -1.64 3.84 5.18 0.139
N -1.92 2.65 -5.60 0.096
N -1.36 1.85 -3.00 0.101
N -2.90 4.95 -2.05 0.142
N -1.63 3.51 -0.90 -0.017
N -5.58 3.31 3.36 0.134
N -2.77 5.34 -0.77 0.061
N -1.11 -1.03 0.87 0.030
C -0.89 -4.25 3.70 -0.582
C -3.63 -1.07 -4.07 0.010
C 3.59 2.04 0.25 -0.297
C -5.07 0.74 -3.45 -0.008
C -2.02 4.48 -0.08 -0.175
C 2.56 1.09 2.75 -0.387
C -2.46 2.27 2.15 -1.133
C 5.54 3.69 -0.93 -0.130
C -2.26 3.43 4.31 -0.285
C 4.01 -2.90 1.11 -0.076
C 0.10 -2.85 1.85 0.020
C -0.94 -2.45 -2.19 0.006
C -2.07 -2.29 2.66 0.032
C 1.86 0.41 4.96 -0.068
C 3.56 -1.65 1.49 -0.094
C -0.04 -1.82 0.94 -0.138
C -3.11 -1.05 -2.74 -0.214
C 4.00 -3.26 -0.23 -0.089
C -1.95 3.01 -3.26 -0.184
C 2.96 2.52 4.65 -0.068
C -2.10 -1.26 1.75 -0.121
C -2.04 -1.84 -2.44 0.157
C -1.27 1.52 -5.34 -0.103
C -4.62 -0.17 -4.41 -0.044
C 0.64 -4.23 -1.63 -0.024
C 4.95 1.77 0.37 -0.207
C 3.06 2.28 3.29 -0.080
C -2.24 3.41 -4.56 -0.061
C 4.19 4.01 -1.02 -0.263
C 3.54 -2.37 -1.19 -0.095
C -0.08 -6.28 -0.61 -0.068
C 5.92 2.57 -0.21 -0.130
C 1.94 0.17 3.60 -0.132
C -4.57 0.78 -2.15 -0.056
C -3.04 2.91 3.22 -0.421
C 3.23 3.20 -0.44 -0.547
C -0.94 -3.10 2.72 -0.098
C 3.08 -0.75 0.54 -0.366
C -3.59 -0.12 -1.79 -0.028
C -0.98 1.12 -4.04 -0.096
C 3.07 -1.12 -0.81 -0.100
C -1.40 -5.84 -0.65 -0.065
C 2.36 1.59 5.49 -0.070
C -2.19 3.85 -2.08 -0.330
C 0.94 -5.48 -1.11 -0.061
C -4.45 3.12 3.30 -0.286
C -0.68 -3.80 -1.67 -0.211
C -1.70 -4.60 -1.19 -0.023
H 1.43 -3.59 -1.99 0.096
H 3.51 3.03 2.65 0.104
H 2.27 1.80 6.55 0.106
H -2.73 -4.26 -1.20 0.120
H 2.68 -0.43 -1.54 0.089
H 0.74 -1.61 0.21 0.080
H 1.49 -0.73 3.19 0.091
H 3.60 -1.36 2.53 0.100
H -0.97 0.92 -6.18 0.109
H -5.84 1.45 -3.73 0.122
H 3.55 -2.63 -2.24 0.105
H 1.37 -0.31 5.60 0.107
H -2.93 -0.57 1.70 0.040
H -2.19 -6.47 -0.26 0.109
H 4.37 -4.24 -0.53 0.101
H 4.38 -3.58 1.86 0.106
H 0.15 -7.25 -0.19 0.108
H -3.25 6.16 -0.42 0.168
H -5.03 -0.15 -5.41 0.116
H -2.73 4.36 -4.75 0.118
H -4.92 1.50 -1.43 0.079
H 3.34 3.45 5.06 0.106
H -3.23 -1.77 -4.78 0.129
H 1.96 -5.82 -1.07 0.105
H -0.44 0.21 -3.81 0.103
H -1.80 4.55 0.96 0.118
H 1.01 -3.44 1.86 0.119
H -3.18 -0.08 -0.78 0.014
H -2.90 -2.44 3.33 0.132
H -0.10 -1.75 -2.38 0.122



# 11
20
Properties=species:S:1:pos:R:3:lowdin_charge:R:1 method="wB97M-V/def2-TZVPD" smiles="C=NC(=C)C[C@H](C)N" e_lumo_ev=1.10 orbital_gap_ev=9.82 de_lowest_kcal_mol=38.75 mol_weight_g_mol=112.18
N -0.69 -0.65 -1.66 0.038
N 0.29 -1.70 1.55 0.030
C 1.33 0.35 2.08 0.044
C -0.64 0.39 0.56 -0.111
C 0.41 -0.30 1.39 -0.409
C 0.89 -2.47 0.75 -0.032
C -0.22 0.52 -0.96 -0.444
C -0.70 1.88 -1.45 -0.069
H -0.70 -0.66 -2.66 0.070
H 0.78 -3.54 0.88 0.069
H -0.89 1.34 1.00 0.108
H 2.02 -0.17 2.73 0.060
H -0.52 2.05 -2.51 0.070
H 1.44 1.43 2.03 0.061
H 0.84 0.47 -0.90 0.111
H -1.80 1.90 -1.42 0.081
H -0.38 2.63 -0.73 0.072
H -1.48 -1.09 -1.22 0.060
H 1.52 -2.09 -0.05 0.083
H -1.49 -0.30 0.59 0.108



# 12
140
Properties=species:S:1:pos:R:3:lowdin_charge:R:1 method="wB97M-V/def2-TZVPD" smiles="CCOC(=O)C(F)(F)F.CCOC(=O)C(F)(F)F.CCOC(=O)C(F)(F)F.CCOC(=O)C(F)(F)F.CCOC(=O)C(F)(F)F.CCOC(=O)C(F)(F)F.CCOC(=O)C(F)(F)F.CCOC(=O)C(F)(F)F.CCOC(=O)C(F)(F)F.CCOC(=O)C(F)(F)F" e_lumo_ev=0.21 orbital_gap_ev=11.35 de_lowest_kcal_mol=139.64 mol_weight_g_mol=1420.76
F -0.88 9.93 -4.68 0.153
F 0.71 8.58 -4.41 0.164
F -6.37 3.24 -3.12 0.187
F -0.81 -0.82 12.48 0.168
F 0.47 -1.17 0.88 0.183
F -7.28 2.51 -4.95 0.163
F -0.56 0.26 2.04 0.171
F 8.12 1.77 -7.39 0.161
F -1.73 -3.81 -7.68 0.165
F -1.24 7.76 -4.54 0.186
F 10.26 -3.33 -3.85 0.156
F -12.36 3.45 9.49 0.194
F -5.76 -8.83 3.23 0.152
F 8.25 2.74 -9.27 0.208
F -1.56 -1.04 0.57 0.176
F 9.87 -4.32 -1.97 0.185
F 6.26 0.63 3.28 0.178
F -12.24 1.61 8.41 0.157
F -11.34 1.76 10.32 0.189
F -0.07 -0.29 10.49 0.205
F -4.13 -8.26 4.53 0.143
F -1.52 -5.85 -7.13 0.208
F 4.91 -0.10 1.78 0.153
F 8.57 -2.73 -2.59 0.203
F 4.17 0.30 3.77 0.176
F -4.87 -6.78 3.18 0.177
F 0.05 -4.95 -8.23 0.185
F -5.28 1.78 -4.24 0.150
F 10.08 2.06 -8.42 0.179
F 0.67 -1.96 11.57 0.161
O -8.46 1.32 -2.73 0.167
O -3.11 -5.41 -9.58 0.150
O -0.03 8.38 -1.74 0.159
O 3.69 2.72 3.12 -0.004
O -6.69 -0.09 -3.05 0.000
O -1.65 9.92 -2.24 0.024
O 11.04 -1.11 -2.42 0.127
O -1.13 -6.34 -10.11 0.025
O -9.72 3.99 8.98 0.134
O 5.43 2.75 1.47 0.102
O -2.37 -8.40 2.47 -0.012
O -2.35 -2.61 11.47 0.050
O 9.64 4.90 -7.94 0.144
O -9.98 2.35 7.34 0.001
O -1.09 1.75 -0.20 0.134
O 11.23 -2.51 -0.58 0.017
O -1.47 -2.39 9.38 0.094
O 0.67 0.59 -1.08 0.052
O -4.08 -9.06 1.07 0.123
O 8.34 4.10 -6.24 0.003
C 10.75 -2.18 -1.85 -0.259
C 1.00 1.57 -2.04 -0.210
C -1.98 10.20 -0.87 -0.181
C -7.24 -1.07 -2.13 -0.216
C -1.93 -5.57 -9.33 -0.347
C 13.07 -2.44 0.96 -0.061
C -6.53 2.18 -3.89 -0.542
C -3.69 -8.56 2.14 -0.300
C -0.43 -1.25 11.29 -0.585
C -4.59 -2.61 10.58 -0.048
C 2.16 1.00 -2.86 -0.051
C 8.29 5.31 -5.52 -0.252
C 2.10 4.54 3.69 -0.055
C -6.56 -2.39 -2.42 -0.060
C -0.74 -8.09 -11.73 -0.077
C 8.98 3.97 -7.48 -0.272
C -2.92 9.14 -0.21 -0.057
C 12.07 -1.66 0.11 -0.273
C -1.26 -5.01 -8.08 -0.599
C -0.49 -0.29 0.82 -0.592
C -0.91 -8.17 0.60 -0.070
C -7.37 1.09 -3.18 -0.358
C -0.56 8.79 -4.05 -0.551
C -0.31 0.80 -0.25 -0.371
C 9.40 5.46 -4.49 -0.065
C -11.57 2.44 9.22 -0.592
C -1.70 -7.03 -11.26 -0.206
C 9.81 -3.16 -2.59 -0.583
C -1.34 -9.13 1.74 -0.163
C -8.73 2.67 6.70 -0.224
C -10.29 2.98 8.55 -0.274
C -0.71 8.99 -2.52 -0.352
C -1.53 -2.14 10.62 -0.361
C 8.88 2.58 -8.15 -0.579
C 5.01 0.74 2.84 -0.566
C 3.37 4.10 2.96 -0.220
C -4.64 -8.08 3.28 -0.519
C 4.76 2.17 2.40 -0.253
C -3.42 -3.47 11.08 -0.179
C -8.75 2.10 5.27 -0.057
H 10.35 5.30 -5.00 0.074
H 8.27 6.19 -6.17 0.120
H 4.25 4.68 3.19 0.132
H -6.85 -3.13 -1.68 0.085
H -2.42 11.16 -0.60 0.122
H 0.24 -7.73 -12.05 0.081
H -2.54 8.12 -0.34 0.072
H -1.28 -8.62 -12.51 0.083
H 3.14 4.22 1.90 0.120
H -3.12 9.22 0.86 0.075
H -1.69 -10.09 1.35 0.124
H -6.94 -0.69 -1.15 0.130
H 9.40 6.42 -3.98 0.083
H 2.62 1.81 -3.43 0.082
H -3.72 -4.11 11.90 0.127
H -0.11 -8.65 0.03 0.073
H 1.17 4.00 3.52 0.081
H -8.51 3.73 6.69 0.116
H 13.64 -3.16 0.37 0.078
H 1.95 5.56 3.32 0.080
H 11.57 -0.90 0.71 0.132
H 13.84 -1.80 1.37 0.081
H -3.95 9.18 -0.57 0.071
H -1.01 10.20 -0.38 0.115
H 9.38 4.63 -3.78 0.077
H 2.32 4.57 4.76 0.076
H -2.68 -7.49 -11.16 0.126
H -8.72 1.02 5.42 0.076
H -4.31 -2.01 9.71 0.079
H -1.84 -6.36 -12.11 0.126
H 1.72 0.29 -3.56 0.080
H -7.87 2.30 7.26 0.124
H -0.51 -8.80 -10.93 0.080
H -5.49 -2.20 -2.34 0.082
H -7.95 2.43 4.60 0.078
H 12.69 -1.05 -0.54 0.119
H 0.20 1.81 -2.74 0.131
H -1.68 -8.11 -0.17 0.071
H 7.38 5.51 -4.95 0.120
H -3.07 -4.14 10.29 0.124
H -6.93 -2.54 -3.44 0.087
H 2.89 0.52 -2.21 0.083
H -9.65 2.44 4.74 0.078
H -8.31 -1.17 -2.27 0.124
H -4.83 -1.92 11.39 0.081
H -5.44 -3.25 10.36 0.082
H 12.50 -3.02 1.69 0.077
H -0.42 -9.25 2.32 0.118
H -0.63 -7.17 0.93 0.082
H 1.25 2.51 -1.54 0.131